# 1
Entry from the OMol25 dataset: a cluster of 8 separate species, C16H28F4O16 in total at a distorted geometry (the ωB97M-V functional and the def2-TZVPD basis).

Values from the calculation:
Gap between HOMO and LUMO ... 9.71 eV
Energy ... -60675.0203 eV
SMILES ... O=C1OC[C@@H](F)O1.O=C1OC[C@@H](F)O1.O=C1OC[C@@H](F)O1.O=C1OC[C@@H](F)O1.CO.CO.CO.CO
Maximum force ... 1.870 eV/A
HOMO energy ... -0.3601 hartree

```
! wB97M-V def2-TZVPD RIJCOSX def2/J DEFGRID3
* xyz 0 1
O -2.9745 -0.8841 -1.4128
C -3.3705 -1.5744 -0.5328
O -3.7184 -1.1172 0.6709
C -3.8083 -2.2248 1.5771
C -4.0422 -3.3943 0.6290
F -5.3859 -3.6795 0.4861
O -3.5238 -2.9103 -0.5733
H -2.8679 -2.2991 2.1251
H -4.6237 -2.0164 2.2644
H -3.5963 -4.3585 0.8724
O 4.3854 -0.6793 4.6340
C 4.2349 0.2263 3.8950
O 4.1068 0.1080 2.5564
C 4.2470 1.4011 1.9958
C 3.9238 2.3229 3.1594
F 2.5684 2.6351 3.1536
O 4.1721 1.5163 4.2769
H 5.2821 1.5415 1.6681
H 3.6365 1.6423 1.1278
H 4.4355 3.2822 3.1884
O 1.4878 0.0476 -5.9389
C 0.6215 -0.2180 -5.1690
O -0.1639 0.7117 -4.5561
C -0.7003 0.0440 -3.4303
C -0.9081 -1.3740 -3.9592
F -1.9875 -1.4325 -4.7709
O 0.2734 -1.4441 -4.7886
H 0.0437 0.0500 -2.6312
H -1.6143 0.4868 -3.0405
H -0.9230 -2.1727 -3.2300
O 0.4742 -1.8931 -1.1449
C 0.4048 -1.1459 -0.2394
O 1.4064 -0.3421 0.2048
C 0.9933 0.2191 1.4478
C -0.5290 0.2392 1.2759
F -0.8548 1.3578 0.5591
O -0.7037 -0.9060 0.4992
H 1.3033 -0.4192 2.2745
H 1.4057 1.2166 1.5565
H -1.1247 0.1979 2.1812
C 1.6245 -4.4040 -3.0134
O 1.9127 -5.7808 -3.2569
H 1.5483 -4.2200 -1.9483
H 2.3437 -3.7364 -3.4917
H 0.6548 -4.1766 -3.4716
H 1.9617 -5.8896 -4.2101
C -0.1649 -0.2958 4.9156
O -0.9182 -1.2522 4.1792
H 0.2236 -0.8042 5.8077
H 0.7148 0.0156 4.3571
H -0.7347 0.5790 5.2368
H -1.7353 -1.4563 4.6378
C -2.8408 3.9412 -2.0816
O -1.7981 3.3304 -1.3051
H -3.7594 4.0328 -1.5094
H -2.4686 4.9292 -2.3568
H -2.9257 3.4252 -3.0393
H -2.1825 2.5832 -0.8359
C 1.3893 4.4621 -0.0438
O 0.6650 4.4595 -1.2427
H 1.9322 3.5122 0.0776
H 2.0880 5.2970 -0.0089
H 0.7440 4.5219 0.8424
H -0.2602 4.1660 -1.0998
*
```

# 2
Entry from the OMol25 dataset: a cluster of 5 separate species, CH12O5 in total at a distorted geometry (the ωB97M-V functional and the def2-TZVPD basis).

Values from the calculation:
Gap between HOMO and LUMO (spin up / spin down) ... 10.02 / 3.34 eV
Energy ... -11457.5880 eV
Maximum force ... 5.377 eV/A
Energy above the lowest of the compared OMol25 structures with the same formula, charge and spin ... 30.15 kcal per mole
HOMO energy (spin up / spin down) ... -0.5093 / -0.5093 hartree

```
! wB97M-V def2-TZVPD RIJCOSX def2/J DEFGRID3
* xyz 1 2
C 0.9738 0.4409 0.1718
O 0.1718 -0.7614 0.0430
H 1.7242 0.3883 0.8590
H 0.3950 1.2369 0.5560
H 1.4100 0.7786 -0.7356
H -0.0526 -0.8066 0.9634
H 0.9631 4.7049 -1.9392
H 1.7646 5.8820 -1.4670
O 1.8900 5.0940 -2.0284
H -1.8015 -4.3430 -0.5328
H -0.9918 -5.5428 -0.2390
O -1.7167 -4.9808 0.0727
H -0.5411 -3.5291 1.6760
H 0.8243 -3.8476 2.3018
O 0.3784 -3.2275 1.6878
H -2.3051 2.8432 -1.1102
H -1.5899 2.9836 0.3241
O -1.4964 2.6864 -0.6035
*
```

# 3
Entry from the OMol25 dataset: the molecule C7H6O at a distorted geometry (the ωB97M-V functional and the def2-TZVPD basis).

Values from the calculation:
Gap between HOMO and LUMO ... 10.64 eV
Energy ... -9401.7920 eV
SMILES ... O=C1[C@H]2C=C[C@@H]1C=C2
Maximum force ... 1.649 eV/A
Energy above the lowest of the compared OMol25 structures with the same formula, charge and spin ... 9.87 kcal per mole
HOMO energy ... -0.3511 hartree

```
! wB97M-V def2-TZVPD RIJCOSX def2/J DEFGRID3
* xyz 0 1
O 2.2660 0.2711 0.9993
C 1.1759 0.1560 0.5406
C 0.1824 -1.0317 0.4690
C 0.1155 -1.0419 -1.0378
C 0.1469 0.2199 -1.4882
C 0.2252 1.1237 -0.2530
C -0.9964 0.9381 0.6259
C -1.0158 -0.3356 1.0697
H 0.5253 -1.9315 0.9759
H 0.0496 -1.9700 -1.6001
H 0.2189 0.5350 -2.5179
H 0.5485 2.1334 -0.3962
H -1.7065 1.6980 0.8879
H -1.7355 -0.7645 1.7250
*
```

# 4
Entry from the OMol25 dataset: the ion C6H7N2 with charge +1 at a distorted geometry (the ωB97M-V functional and the def2-TZVPD basis).

Values from the calculation:
Gap between HOMO and LUMO (spin up / spin down) ... 7.23 / 5.21 eV
Energy ... -9298.7552 eV
Maximum force ... 6.494 eV/A
Energy above the lowest of the compared OMol25 structures with the same formula, charge and spin ... 123.67 kcal per mole
HOMO energy (spin up / spin down) ... -0.3894 / -0.5055 hartree

```
! wB97M-V def2-TZVPD RIJCOSX def2/J DEFGRID3
* xyz 1 3
C 0.9391 -1.3853 0.2472
C 2.1368 -1.1856 0.1439
C -0.2779 0.7301 0.3477
C 1.1075 1.1622 -0.0373
C -0.3898 -0.8834 0.5318
C 2.1469 0.3785 -0.0647
N 3.2771 -0.3869 -0.0896
N -1.4018 -1.3788 -0.3767
H -0.6540 1.0777 1.2455
H -0.9839 0.9826 -0.3118
H 1.3905 2.2622 -0.1770
H -0.8293 -0.9683 1.4903
H 3.8882 -0.6632 -0.8507
H -2.3548 -1.0729 -0.1542
H -1.2586 -1.2820 -1.3571
*
```

# 5
Entry from the OMol25 dataset: a structure of composition C20H40CrN5SSi (the ωB97M-V functional and the def2-TZVPD basis).

Values from the calculation:
Gap between HOMO and LUMO (spin up / spin down) ... 8.14 / 8.46 eV
Energy ... -75961.5567 eV
Maximum force ... 0.483 eV/A
Energy above the lowest of the compared OMol25 structures with the same formula, charge and spin ... 6.95 kcal per mole
HOMO energy (spin up / spin down) ... -0.5239 / -0.4947 hartree

```
! wB97M-V def2-TZVPD RIJCOSX def2/J DEFGRID3
* xyz 2 4
Cr 0.0377 -0.1523 0.1314
C -0.3477 -3.3923 0.7408
C -1.2142 -2.4918 1.6369
N -0.5157 -1.2152 1.9273
C 0.6799 -1.5036 2.7798
C 1.8717 -0.6395 2.4194
N 1.9844 -0.4127 0.9584
C 2.7771 -1.4715 0.2841
C 2.0318 -2.7970 0.2636
N 0.6015 -2.6209 -0.0845
H -0.9999 -3.9923 0.1048
H 0.1995 -4.1138 1.3492
H -1.4469 -3.0098 2.5719
H -2.1739 -2.2508 1.1824
H -1.1437 -0.6269 2.4667
H 0.9126 -2.5565 2.6676
H 0.4222 -1.3667 3.8317
H 2.7920 -1.0916 2.8013
H 1.7886 0.3368 2.8828
H 2.4768 0.4744 0.8420
H 3.7306 -1.5938 0.8059
H 3.0002 -1.1271 -0.7239
H 2.0986 -3.2844 1.2346
H 2.5236 -3.4722 -0.4398
H 0.4881 -2.8948 -1.0501
C -2.3048 1.5716 -1.0405
C -2.7471 0.2285 -1.5616
N -1.8282 -0.8380 -1.0684
C -1.4779 -1.7576 -2.1827
C -0.4309 -1.2037 -3.1404
S 1.0012 -0.3981 -2.3580
C 0.8721 1.2962 -2.9714
C -0.4602 1.9454 -2.6288
N -0.8523 1.7072 -1.2247
H -2.4998 1.6244 0.0319
H -2.8688 2.3842 -1.5114
H -2.7500 0.2096 -2.6512
H -3.7755 0.0269 -1.2561
H -2.3649 -1.4074 -0.4220
H -2.3721 -1.9887 -2.7727
H -1.1651 -2.7130 -1.7652
H -0.8702 -0.4823 -3.8275
H -0.0562 -2.0180 -3.7608
H 1.0484 1.3097 -4.0471
H 1.7099 1.8181 -2.5060
H -1.2369 1.5596 -3.2880
H -0.4045 3.0179 -2.8373
H -0.5727 2.5204 -0.6910
C -1.1321 3.4800 1.2946
Si -0.0501 1.9991 1.7336
C -0.5574 1.6132 3.5028
C 1.7110 2.6463 1.6558
C 2.5151 2.8305 2.7842
C 3.8119 3.3154 2.6736
C 4.3357 3.6268 1.4279
C 3.5549 3.4696 0.2905
C 2.2601 2.9871 0.4119
H -0.9661 4.1726 2.1247
H -2.2008 3.2755 1.2634
H -0.8528 4.0417 0.4021
H -0.4751 2.5417 4.0738
H 0.0259 0.8675 4.0354
H -1.6115 1.3281 3.5594
H 2.1285 2.6111 3.7727
H 4.4107 3.4607 3.5614
H 5.3443 4.0060 1.3432
H 3.9515 3.7357 -0.6797
H 1.6568 2.8976 -0.4877
*
```